1.
{"formula": "C2H5MnO2", "method": "wB97M-V/def2-TZVPD", "max_force_ev_per_a": 1.7, "de_lowest_kcal_mol": 0.0, "s2": 12.00, "spin_multiplicity": 7, "gap_ev": [7.48, 9.77], "homo_ev": [-7.247, -9.878], "elements": ["C", "C", "O", "Mn", "H", "H", "H", "H", "O", "H"], "coordinates": [[0.70456, 0.36262, 0.62083], [-0.57089, -0.43589, 0.38714], [-1.19467, -0.01211, -0.77325], [-1.53653, -0.62343, -2.42063], [0.43245, 1.40120, 0.88464], [1.30866, -0.08152, 1.42464], [-1.23245, -0.29279, 1.26501], [-0.30864, -1.51398, 0.39028], [1.47776, 0.36751, -0.56880], [0.91977, 0.82840, -1.20986]]}

2.
{"formula": "C2H9N6S", "method": "wB97M-V/def2-TZVPD", "max_force_ev_per_a": 4.3, "charge": 1, "de_lowest_kcal_mol": 0.0, "spin_multiplicity": 1, "gap_ev": 9.80, "homo_ev": -13.236, "elements": ["C", "C", "N", "N", "N", "N", "N", "N", "S", "H", "H", "H", "H", "H", "H", "H", "H", "H"], "coordinates": [[-0.82033, -0.81682, -0.86058], [1.32198, 0.35618, -0.01858], [-1.95744, -0.47349, -0.46943], [0.36090, -0.84193, 0.01099], [1.08851, -2.01225, 0.32977], [-0.16719, 2.26281, 0.14297], [1.00005, 1.60997, -0.07512], [-2.47537, 0.14744, 0.54220], [2.98656, -0.02682, 0.02462], [-0.81827, -1.07362, -1.86380], [0.89462, -2.66274, -0.41140], [1.14679, -2.41830, 1.23804], [-0.52045, 2.87211, -0.57350], [-0.90860, 1.67458, 0.30875], [1.77075, 2.26353, -0.35427], [-3.41090, 0.52345, 0.44408], [-2.10800, -0.03655, 1.45851], [2.61640, -1.34756, 0.12677]]}

3.
{"formula": "C25H30IN4O2Rh", "method": "wB97M-V/def2-TZVPD", "max_force_ev_per_a": 0.9, "charge": 2, "de_lowest_kcal_mol": 6.2, "spin_multiplicity": 1, "gap_ev": [4.87, 4.88], "homo_ev": [-12.018, -12.028], "elements": ["Rh", "C", "C", "C", "C", "C", "N", "C", "C", "C", "N", "C", "C", "C", "C", "C", "C", "C", "C", "N", "C", "C", "C", "N", "C", "C", "C", "C", "O", "C", "O", "H", "H", "H", "H", "H", "H", "H", "H", "H", "H", "H", "H", "H", "H", "H", "H", "H", "H", "H", "H", "H", "H", "H", "H", "H", "H", "H", "H", "I", "C", "H", "H"], "coordinates": [[-0.89128, -0.11037, 0.22742], [4.10741, -3.61293, -3.21015], [3.32980, -2.77091, -2.23298], [3.97416, -2.34167, -1.00541], [3.41536, -1.55550, -0.04916], [4.25203, -1.33682, 1.11516], [4.12406, -0.71888, 2.24870], [3.07016, 0.10818, 2.90095], [2.29311, -0.64334, 3.97648], [1.29329, -1.65557, 3.41558], [0.30615, -2.04280, 4.42852], [-0.69391, -1.35080, 4.92941], [-1.32814, -0.16109, 4.50904], [-1.98341, 0.55916, 5.55149], [-2.61162, 1.74896, 5.33954], [-3.29277, 2.52153, 6.44274], [-2.62647, 2.21086, 4.00961], [-2.08552, 1.53305, 2.93737], [-2.22611, 2.17460, 1.62860], [-1.73069, 1.77520, 0.52474], [-1.90535, 2.64232, -0.64898], [-2.29743, 1.83551, -1.87949], [-1.13219, 1.16938, -2.58420], [-0.44759, 0.16747, -1.72803], [0.54464, -0.44950, -2.23117], [1.24988, -1.58428, -1.47169], [2.06172, -2.39947, -2.43074], [2.06041, -1.01252, -0.30125], [1.55477, -0.15764, 0.38468], [-1.45047, 0.26666, 3.14788], [-1.08079, -0.50803, 2.20848], [4.79022, -4.28968, -2.69659], [4.70312, -2.98397, -3.87352], [3.43951, -4.21357, -3.82376], [4.99405, -2.68717, -0.85072], [5.21734, -1.82877, 1.03456], [4.94888, -0.81074, 2.83227], [2.42419, 0.49279, 2.12914], [3.60878, 0.93680, 3.35832], [1.76693, 0.11934, 4.55452], [2.98019, -1.13748, 4.66929], [1.79704, -2.57790, 3.12574], [0.76483, -1.26344, 2.55309], [0.50276, -2.90616, 4.91340], [-1.06650, -1.77947, 5.85636], [-1.94883, 0.15227, 6.55755], [-2.91902, 2.22049, 7.41991], [-4.37058, 2.35484, 6.43315], [-3.12326, 3.59284, 6.33756], [-3.12324, 3.15585, 3.80561], [-2.77398, 3.11871, 1.63745], [-0.94826, 3.14234, -0.82519], [-2.64304, 3.41828, -0.43806], [-2.78748, 2.49203, -2.59949], [-3.02641, 1.07592, -1.58967], [-0.39147, 1.90406, -2.90814], [-1.49270, 0.64862, -3.47191], [0.90576, -0.21200, -3.23157], [1.54697, -2.73209, -3.32880], [0.83972, -4.14881, 0.27203], [0.14014, -2.50030, -0.87675], [-0.55828, -1.94533, -0.22289], [-0.46083, -2.91630, -1.68065]]}